A single C22H28N2O2 molecule, computed with wB97M-V/def2-TZVPD.

Cartesian coordinates (Å):
1 O -2.93 0.96 1.87
2 O -3.38 0.21 -1.67
3 N -1.87 2.09 0.20
4 N 3.54 0.73 0.81
5 C -0.27 -1.45 -0.94
6 C 4.84 0.67 -1.30
7 C 4.57 1.39 0.03
8 C 5.23 -0.78 -1.01
9 C -0.52 1.74 0.40
10 C -2.54 -0.68 -1.07
11 C -4.29 2.10 0.27
12 C -5.14 0.86 -0.04
13 C -0.09 0.91 1.43
14 C -1.21 -0.62 -1.50
15 C -2.36 -3.38 1.56
16 C 0.42 2.25 -0.49
17 C -4.76 0.21 -1.38
18 C -2.90 -1.60 -0.10
19 C -2.96 1.65 0.87
20 C 1.24 0.58 1.54
21 C 3.92 -0.63 1.12
22 C 2.20 1.06 0.63
23 C 4.16 -1.44 -0.15
24 C 1.75 1.91 -0.38
25 C -1.94 -2.43 0.48
26 C -0.62 -2.35 0.05
27 H -4.15 2.70 -0.64
28 H 4.45 -2.46 0.11
29 H -1.54 -4.05 1.83
30 H 0.76 -1.39 -1.27
31 H -2.03 2.62 -0.65
32 H 2.44 2.32 -1.10
33 H -5.19 0.81 -2.19
34 H 3.94 0.68 -1.92
35 H -0.94 0.09 -2.27
36 H 3.22 -1.50 -0.71
37 H -3.21 -3.98 1.24
38 H -5.17 -0.80 -1.44
39 H 4.29 2.43 -0.14
40 H -4.80 2.70 1.02
41 H 6.18 -0.80 -0.47
42 H -5.00 0.16 0.79
43 H 0.12 -2.99 0.50
44 H 5.48 1.38 0.63
45 H 5.63 1.18 -1.84
46 H -2.65 -2.82 2.45
47 H 5.36 -1.33 -1.94
48 H 3.15 -1.10 1.72
49 H -0.80 0.52 2.13
50 H -3.92 -1.68 0.25
51 H 0.10 2.90 -1.29
52 H -6.20 1.12 -0.09
53 H 4.84 -0.60 1.71
54 H 1.54 -0.05 2.36

Properties
- Energy above the lowest of the compared OMol25 structures with the same formula, charge and spin: 30.22 kcal/mol
- SMILES: Cc1cccc(OCCCC(=O)Nc2ccc(N3CCCCC3)cc2)c1
- Frontier orbital gap: 0.2905 hartree

natural (NBO) atomic charge list, values in e, 2 entries: -0.63, -0.53